DFT (wB97M-V/def2-TZVPD) results for a single C25H21N5O3S molecule.

The HOMO energy comes out at -8.296 eV. As for the spin multiplicity: 1. For the gap between HOMO and LUMO, the calculation gives 8.5763 eV. As for the energy above the lowest of the compared OMol25 structures with the same formula, charge and spin: 84.2 kJ/mol. For the LUMO energy, the calculation gives 0.280 eV. The value obtained for the maximum force is 1.2 eV Å⁻¹. Its structure (SMILES) is Cc1ccc(-c2nnc(SCC(=O)N/N=C/c3ccccc3C(=O)O)n2-c2ccccc2)cc1.

Positions of all 55 atoms, in Å:
C  2.268  1.741  -6.658
C  2.092  1.210  -5.270
C  2.594  1.914  -4.178
C  2.430  1.440  -2.894
C  1.759  0.238  -2.668
C  1.236  -0.461  -3.753
C  1.407  0.025  -5.035
H  0.996  -0.528  -5.868
H  0.681  -1.374  -3.599
C  1.599  -0.220  -1.302
N  1.493  0.572  -0.268
N  1.320  -0.177  0.829
C  1.311  -1.434  0.462
N  1.490  -1.533  -0.890
C  1.664  -2.717  -1.633
C  0.720  -3.732  -1.550
C  0.911  -4.897  -2.273
C  2.031  -5.046  -3.073
C  2.970  -4.030  -3.149
C  2.795  -2.864  -2.428
H  3.523  -2.068  -2.477
H  3.847  -4.146  -3.768
H  2.175  -5.956  -3.635
H  0.179  -5.687  -2.210
H  -0.154  -3.606  -0.930
S  1.132  -2.814  1.501
C  1.277  -2.026  3.141
H  1.585  -2.829  3.809
H  2.049  -1.261  3.070
C  -0.053  -1.455  3.633
O  -0.734  -2.014  4.456
N  -0.340  -0.264  3.043
N  -1.471  0.407  3.307
C  -1.693  1.478  2.652
C  -2.884  2.261  2.904
C  -3.659  1.964  4.030
C  -4.766  2.719  4.357
C  -5.119  3.809  3.574
C  -4.371  4.116  2.455
C  -3.267  3.345  2.095
C  -2.588  3.749  0.840
O  -2.558  4.883  0.428
O  -2.042  2.735  0.151
H  -1.627  3.070  -0.660
H  -4.631  4.956  1.829
H  -5.974  4.415  3.835
H  -5.351  2.467  5.229
H  -3.355  1.126  4.638
H  -0.985  1.828  1.898
H  0.297  0.085  2.303
H  2.816  1.985  -2.047
H  3.120  2.843  -4.343
H  3.279  2.115  -6.802
H  1.580  2.569  -6.829
H  2.067  0.971  -7.399

Forces on the atoms, in the same order (eV/Å):
-0.04 0.05 -0.01
0.00 -0.05 0.06
-0.06 -0.05 -0.05
-0.03 -0.16 0.07
0.04 0.13 -0.51
-0.02 0.11 0.15
0.04 0.06 -0.06
-0.03 -0.04 -0.10
-0.02 -0.05 -0.01
-0.12 0.01 0.44
0.18 0.66 -1.02
0.01 -0.81 0.47
0.07 0.10 0.17
-0.16 0.70 0.55
0.20 -0.66 -0.34
0.06 0.23 -0.02
0.02 -0.08 -0.02
-0.03 -0.06 -0.03
0.02 0.03 -0.03
-0.06 0.00 0.17
0.05 0.06 0.01
0.07 -0.01 -0.05
0.01 -0.08 -0.05
-0.06 -0.07 0.01
-0.11 0.03 0.04
0.00 -0.32 0.26
-0.12 -0.02 -0.30
-0.06 0.11 -0.02
0.05 -0.02 0.08
0.12 0.02 0.03
-0.07 -0.22 0.16
0.62 0.51 -0.58
-0.83 0.06 0.38
1.07 -0.57 -0.31
-0.72 0.44 0.12
0.07 0.03 -0.10
0.01 0.03 -0.05
0.01 0.00 -0.04
0.05 0.02 -0.06
-0.10 -0.27 0.39
0.12 0.55 -0.40
-0.04 -0.05 0.06
0.10 -0.53 -0.10
-0.11 0.21 0.20
-0.01 0.05 -0.03
-0.07 0.05 0.01
-0.03 -0.03 0.08
0.01 -0.06 0.09
-0.05 -0.06 0.11
-0.23 -0.22 0.34
0.06 0.06 0.08
0.07 0.10 -0.01
0.05 0.02 -0.07
-0.01 0.05 -0.09
0.01 -0.01 -0.09


DFT (wB97M-V/def2-TZVPD) results for a molecular structure, C25H22As2O7S2Sc.

The charge is -1. The HOMO energy comes out at -5.087 eV. As for the spin multiplicity: 1. For the gap between HOMO and LUMO, the calculation gives 7.6885 eV. As for the energy above the lowest of the compared OMol25 structures with the same formula, charge and spin: 0.0 kJ/mol. For the LUMO energy, the calculation gives 2.601 eV. The value obtained for the maximum force is 0.6 eV Å⁻¹.

Positions of all 59 atoms, in Å:
Sc  -0.331  -1.367  -0.729
O  -3.653  -4.338  -2.102
As  -2.479  -3.060  -2.491
O  -1.890  -2.690  -0.958
O  -3.149  -1.874  -3.369
C  -1.259  -4.123  -3.574
C  -1.914  -4.998  -4.437
C  -1.212  -5.744  -5.371
C  0.164  -5.622  -5.460
C  0.833  -4.758  -4.609
C  0.129  -4.011  -3.673
S  1.109  -2.995  -2.583
O  0.826  -3.457  -1.220
O  2.462  -3.100  -3.042
O  0.547  -1.611  -2.671
H  -3.644  -4.416  -1.140
H  -2.990  -5.096  -4.370
H  -1.748  -6.418  -6.028
H  0.722  -6.195  -6.189
H  1.907  -4.646  -4.652
S  1.615  -1.585  0.979
C  2.149  -0.498  2.258
C  3.351  -0.850  2.892
C  3.877  -0.093  3.920
C  3.216  1.051  4.353
C  2.032  1.417  3.736
C  1.491  0.663  2.694
As  -0.188  1.145  1.828
C  -0.731  2.596  3.040
C  -1.630  2.271  4.052
C  -2.059  3.231  4.958
C  -1.601  4.536  4.853
C  -0.711  4.874  3.843
C  -0.277  3.909  2.943
C  0.525  2.234  0.374
C  -0.359  3.026  -0.356
C  0.082  3.752  -1.450
C  1.413  3.677  -1.843
C  2.293  2.874  -1.136
C  1.852  2.155  -0.030
H  3.860  -1.742  2.551
H  4.807  -0.397  4.387
H  3.619  1.651  5.160
H  1.516  2.308  4.070
H  -1.998  1.253  4.126
H  -2.757  2.961  5.741
H  -1.938  5.289  5.555
H  -0.350  5.892  3.756
H  0.422  4.177  2.160
H  -1.405  3.067  -0.071
H  -0.616  4.364  -2.007
H  1.756  4.231  -2.708
H  3.327  2.797  -1.447
H  2.547  1.527  0.513
C  -2.756  0.564  -1.004
O  -1.433  0.130  -1.008
H  -2.949  1.214  -1.863
H  -2.970  1.129  -0.085
H  -3.450  -0.279  -1.065

Forces on the atoms, in the same order (eV/Å):
-0.23 -0.21 -0.11
0.02 0.13 0.07
-0.25 -0.21 -0.15
0.47 0.27 0.15
-0.05 -0.03 -0.06
0.11 0.08 -0.07
-0.03 0.06 0.07
0.03 -0.02 -0.02
-0.05 -0.02 -0.02
0.02 0.05 0.05
-0.07 -0.02 0.01
0.20 -0.19 0.15
0.03 0.13 -0.17
-0.02 0.02 0.01
-0.27 0.10 0.05
-0.01 -0.05 -0.01
-0.01 0.00 -0.01
0.01 0.00 -0.01
-0.01 -0.01 0.00
0.00 0.00 -0.01
-0.22 0.11 -0.16
-0.07 0.05 0.06
0.00 -0.01 -0.01
-0.01 0.01 0.00
0.02 -0.02 0.00
-0.02 -0.01 -0.03
-0.01 -0.03 0.00
-0.02 -0.03 0.17
-0.01 0.00 -0.07
0.02 0.01 -0.03
-0.01 0.00 0.02
0.01 0.00 0.00
0.00 -0.01 -0.01
-0.01 -0.01 0.01
0.06 -0.02 -0.11
0.00 0.00 0.05
-0.02 0.01 0.02
0.01 -0.02 0.00
-0.01 0.01 -0.01
-0.01 0.03 0.04
0.01 0.00 0.01
0.00 0.00 0.00
0.00 0.00 0.00
0.01 0.01 0.02
-0.02 0.00 0.02
0.00 0.00 0.00
0.00 0.00 0.00
0.00 0.00 0.00
0.00 0.02 -0.01
0.01 0.01 -0.02
0.00 0.00 0.00
0.00 0.00 0.00
0.00 -0.01 0.00
0.00 0.00 -0.01
0.07 0.07 -0.06
0.34 -0.28 0.19
0.00 0.01 0.00
0.00 0.00 0.01
0.00 -0.01 -0.01


DFT (wB97M-V/def2-TZVPD) results for a molecular structure, C25H22F2N7O2Ti.

The charge is -1. The HOMO energy (spin up / spin down) comes out at -0.818 / -3.600 eV. As for the spin multiplicity: 3. For the gap between HOMO and LUMO (spin up / spin down), the calculation gives 2.5960 / 5.3745 eV. As for the energy above the lowest of the compared OMol25 structures with the same formula, charge and spin: 83.9 kJ/mol. For the LUMO energy (spin up / spin down), the calculation gives 1.778 / 1.774 eV. The value obtained for the maximum force is 7.9 eV Å⁻¹. The expectation value of S² is 2.0475.

Positions of all 59 atoms, in Å:
Ti  -0.117  0.502  -0.685
C  -1.596  4.019  -2.736
C  -1.439  3.021  -1.612
O  -0.678  1.973  -1.779
C  -2.148  3.313  -0.452
C  -2.331  2.443  0.662
C  -3.065  2.873  1.906
N  -1.785  1.180  0.579
N  -1.942  0.390  1.667
C  -1.192  -0.711  1.592
O  -0.274  -0.909  0.726
C  -1.404  -1.673  2.698
C  -2.288  -1.409  3.753
C  -2.379  -2.330  4.805
C  -1.621  -3.492  4.805
C  -0.753  -3.763  3.707
C  -0.683  -2.885  2.647
H  -1.689  3.590  -3.745
H  -0.738  4.726  -2.796
H  -2.540  4.598  -2.576
H  -2.592  4.297  -0.402
H  -3.077  1.967  2.568
H  -4.115  3.211  1.748
H  -2.526  3.694  2.409
H  -2.948  -0.512  3.714
H  -3.125  -2.126  5.556
H  -1.693  -4.237  5.619
H  -0.174  -4.688  3.685
H  -0.008  -3.045  1.806
F  4.766  1.122  -2.856
C  3.510  0.579  -2.917
C  2.447  1.077  -2.197
C  1.324  0.254  -1.990
C  1.080  -0.757  -2.901
C  2.101  -1.137  -3.760
F  1.846  -2.141  -4.637
C  3.326  -0.550  -3.769
C  -0.235  -1.458  -2.851
C  -0.624  -2.578  -3.572
C  -1.894  -3.166  -3.329
C  -2.784  -2.602  -2.394
C  -2.360  -1.449  -1.797
N  -1.095  -0.954  -1.933
H  2.539  1.993  -1.602
H  4.070  -0.925  -4.523
H  0.021  -3.011  -4.338
H  -2.221  -3.999  -3.944
H  -3.753  -3.010  -2.206
H  -3.038  -0.879  -1.193
N  4.888  0.526  0.956
C  4.367  0.986  2.106
N  5.096  0.978  3.233
N  3.047  1.300  2.241
C  2.182  1.377  1.363
N  1.258  1.402  0.598
H  5.830  0.188  0.974
H  4.368  0.524  0.130
H  6.099  0.812  3.194
H  4.763  1.481  4.047

Forces on the atoms, in the same order (eV/Å):
-2.93 -0.18 0.95
-0.21 0.87 -0.54
-0.26 -0.37 0.83
-1.06 2.24 -0.68
0.26 -0.21 -0.45
1.32 -2.86 -0.35
-0.25 -0.66 0.57
-0.72 3.60 -0.04
0.07 -2.04 0.48
-1.08 2.06 0.72
0.01 -0.79 0.34
0.12 -0.48 -0.10
-0.12 -0.16 -0.13
-0.16 0.29 -0.70
0.71 -0.71 -0.44
-0.76 -0.23 0.90
0.11 0.85 0.35
0.16 -0.34 0.45
-0.44 -0.39 0.16
0.90 -0.28 -0.06
-0.29 -0.03 0.01
-0.08 1.02 -0.38
0.71 -0.20 -0.21
-0.15 -0.28 -0.16
0.84 -0.79 0.05
0.05 -0.13 0.41
-0.01 0.61 -0.49
-0.18 0.25 0.09
-0.27 0.00 0.17
-0.02 0.32 -0.16
-0.76 -0.72 -0.84
1.35 -0.50 0.98
1.45 0.58 -1.87
-1.29 -1.85 -0.34
-0.43 -0.06 -0.18
0.71 -0.01 -0.35
1.41 0.19 -0.68
1.10 -0.44 -0.62
-1.08 -0.83 -0.26
1.07 -0.18 -0.73
0.89 0.78 -0.30
0.36 -0.42 0.00
-0.35 1.38 1.03
0.24 -0.28 -0.17
-0.58 0.61 1.10
-0.39 0.16 0.40
0.17 -0.06 0.10
-0.50 -0.08 0.02
-0.03 0.25 0.56
1.11 0.41 2.20
-3.54 -0.22 -0.50
1.11 0.18 0.26
5.44 0.03 3.51
-5.58 -0.18 -5.53
3.49 0.53 3.03
0.10 -0.05 -0.41
-0.99 -0.07 -1.48
-0.56 0.12 -0.06
-0.21 -0.25 -0.43


DFT (wB97M-V/def2-TZVPD) results for a molecular structure, C25H22NO3PS4SmTe.

The charge is +1. The HOMO energy (spin up / spin down) comes out at -9.589 / -9.609 eV. As for the spin multiplicity: 6. For the gap between HOMO and LUMO (spin up / spin down), the calculation gives 5.5160 / 5.6886 eV. For the LUMO energy (spin up / spin down), the calculation gives -4.073 / -3.921 eV. The value obtained for the maximum force is 4.0 eV Å⁻¹. The expectation value of S² is 8.7756.

Positions of all 58 atoms, in Å:
Sm  2.050  -1.004  -0.204
O  2.004  0.339  1.648
S  2.108  1.680  0.934
O  3.191  2.541  1.254
O  2.039  1.335  -0.528
C  0.571  2.383  1.295
C  0.650  3.632  1.937
C  -0.572  4.219  2.231
C  -1.759  3.599  1.893
C  -1.797  2.477  1.139
C  -0.600  1.805  0.885
P  -0.697  0.284  -0.156
C  -2.217  -0.611  0.503
C  -2.268  -0.890  1.878
C  -3.437  -1.428  2.424
C  -4.462  -1.853  1.533
C  -4.363  -1.696  0.165
C  -3.337  -0.931  -0.318
C  -1.186  1.079  -1.763
C  -1.226  2.461  -2.136
C  -1.359  2.756  -3.467
C  -1.610  1.812  -4.449
C  -1.675  0.487  -4.102
C  -1.491  0.118  -2.761
H  1.576  4.096  2.075
H  -0.587  5.241  2.680
H  -2.688  4.072  2.171
H  -2.723  2.018  0.617
H  -1.454  -0.454  2.499
H  -3.485  -1.648  3.510
H  -5.311  -2.298  1.991
H  -5.111  -2.142  -0.492
H  -3.312  -0.662  -1.366
H  -0.814  3.159  -1.423
H  -1.202  3.768  -3.865
H  -1.821  2.153  -5.504
H  -2.108  -0.304  -4.748
H  -1.530  -0.936  -2.465
Te  4.594  -2.684  -1.094
C  5.271  -0.724  -1.438
C  5.356  0.293  -0.562
C  5.914  1.505  -1.027
C  6.199  1.426  -2.375
S  5.754  -0.095  -3.023
H  5.042  0.157  0.511
H  6.031  2.422  -0.474
H  6.676  2.110  -3.079
S  0.336  -2.777  -1.364
C  0.355  -3.485  0.209
N  -0.754  -3.969  0.846
C  -0.491  -4.630  2.132
C  0.931  -4.215  2.596
S  1.805  -3.758  1.031
H  -1.692  -3.821  0.545
H  -0.437  -5.738  1.914
H  -1.149  -4.350  2.919
H  1.309  -5.050  3.037
H  0.961  -3.272  3.180

Forces on the atoms, in the same order (eV/Å):
1.65 0.51 -0.85
0.77 0.35 -0.16
-0.11 -0.69 -0.77
-0.17 -0.26 0.50
0.23 -0.58 0.35
1.04 1.52 0.69
-2.33 -1.14 -0.84
0.82 1.35 0.69
-1.03 1.38 0.44
-0.83 -2.40 -1.58
-0.94 -0.60 -0.50
-0.70 0.85 -0.02
-0.79 0.69 -0.60
0.14 0.99 -0.06
0.16 -0.73 -0.57
1.20 0.14 1.49
-0.77 -0.06 0.49
2.26 0.06 -0.27
-0.72 -0.72 -0.94
1.68 -2.03 1.02
0.18 1.42 -1.12
-0.56 0.26 -1.36
-1.45 -1.45 0.65
0.69 0.55 0.36
1.17 0.57 0.44
-0.08 -1.10 -0.23
-0.11 0.21 -0.07
1.30 1.10 1.45
-0.57 -0.76 -0.19
-0.23 0.39 -0.85
-0.67 -0.51 0.07
0.06 0.45 0.15
-0.04 -0.05 0.08
-0.48 0.43 0.00
-0.26 -0.23 0.70
0.45 -0.49 1.33
0.84 0.72 0.01
0.02 0.34 -0.34
-0.67 0.43 0.21
-0.28 0.06 -1.84
-0.45 0.34 2.87
0.06 0.42 -1.67
-0.11 -0.20 0.29
0.05 -0.77 0.79
0.55 0.16 -1.04
0.09 -0.10 0.29
-0.28 0.07 0.59
-0.46 -0.97 1.01
-3.15 -0.59 -1.28
2.55 0.83 0.49
1.71 -1.04 -1.19
-1.74 3.09 -1.84
0.73 -0.69 0.93
-0.47 0.31 -0.60
-0.52 1.06 0.61
-1.05 -0.04 0.26
1.79 -1.87 1.45
-0.15 -0.99 0.09


Which formula does entry 4 have?
C25H22NO3PS4SmTe


What is the maximum force in the third record?
7.9 eV Å⁻¹


Number 4 is which compound?
C25H22NO3PS4SmTe